# 1
Molecular formula: C2H7N3OS
Method: DFT, wB97M-V/def2-TZVPD

structure (SMILES): [H]/N=C(/NS)N(C)O
energy relative to the best compared isomer or geometry (same formula, charge and spin): 88.74 kcal/mol
Kohn-Sham gap: 0.3407 Eh
F_max: 5.754 eV/Å
E_tot: -717.934494 a.u.
HOMO: -8.79 eV

Last column: Löwdin charge in e.
Element x y z (Å)
H  -0.749  -2.140  -0.084  0.142
N  0.167  -1.429  0.176  0.027
C  -0.102  -0.176  -0.037  -0.511
N  0.987  0.838  -0.224  -0.371
S  2.484  0.094  0.093  0.678
N  -1.444  0.154  -0.291  -0.150
C  -1.957  1.474  0.216  -0.045
O  -2.369  -0.968  0.072  -0.064
H  0.785  1.143  -1.105  0.022
H  2.291  -1.305  -0.052  -0.102
H  -1.270  2.241  -0.086  0.059
H  -3.200  1.581  0.020  0.160
H  -1.820  1.510  1.274  0.057
H  -2.450  -1.512  -0.735  0.098



# 2
Molecular formula: C11H39N10NiO12
Method: DFT, wB97M-V/def2-TZVPD

total charge: +1
Kohn-Sham gap (spin up / spin down): 0.2572 / 0.1753 Eh
F_max: 5.905 eV/Å
E_tot: -3400.911040 a.u.
multiplicity: 3
HOMO (spin up / spin down): -11.54 / -11.54 eV

Last column: Löwdin charge in e.
Element x y z (Å)
Ni  2.531  -6.389  -14.979  0.859
O  7.112  -4.882  -16.469  0.186
C  6.340  -5.893  -16.882  -0.771
O  5.110  -5.804  -16.917  0.228
O  6.916  -6.904  -17.231  0.235
H  7.895  -5.172  -16.943  0.124
C  8.713  -10.141  -13.815  -0.158
O  8.959  -9.959  -15.206  -0.123
H  9.413  -10.814  -13.319  0.079
H  8.798  -9.212  -13.252  0.072
H  7.741  -10.622  -13.710  0.071
H  8.327  -9.328  -15.559  0.056
C  7.305  -1.084  -20.088  -0.174
O  8.142  0.009  -19.751  -0.114
H  7.356  -1.698  -19.188  0.065
H  6.336  -0.807  -20.501  0.085
H  7.703  -1.816  -20.790  0.068
H  7.527  0.747  -19.762  0.071
C  6.857  -10.633  -20.627  -0.148
O  5.750  -9.748  -20.386  -0.131
H  7.643  -10.253  -21.280  0.069
H  7.392  -10.896  -19.714  0.071
H  6.384  -11.481  -21.122  0.083
H  5.945  -9.081  -19.724  0.054
C  3.524  -2.395  -13.524  -0.769
O  2.934  -3.418  -13.661  0.050
N  3.058  -1.395  -12.763  0.140
N  4.644  -1.917  -13.984  0.165
H  3.470  -0.472  -12.762  0.107
H  2.134  -1.521  -12.378  0.116
H  5.199  -2.561  -14.529  0.117
H  4.910  -0.954  -13.839  0.121
C  2.784  -10.577  -16.015  -0.799
O  2.325  -9.484  -15.996  0.040
N  4.083  -10.699  -16.092  0.160
N  2.215  -11.754  -15.974  0.177
H  4.656  -9.948  -16.450  0.117
H  4.428  -11.648  -16.084  0.109
H  2.712  -12.592  -15.710  0.117
H  1.214  -11.885  -15.935  0.125
C  1.801  -4.668  -21.626  -0.838
O  1.611  -3.712  -20.929  0.055
N  2.709  -5.565  -21.343  0.145
N  1.226  -4.975  -22.728  0.171
H  2.985  -5.345  -20.396  0.111
H  2.564  -6.496  -21.706  0.112
H  1.737  -5.662  -23.264  0.115
H  0.621  -4.338  -23.226  0.130
C  5.776  -7.065  -11.882  -0.816
O  4.993  -7.253  -12.795  0.000
N  5.769  -7.775  -10.829  0.182
N  6.703  -6.141  -11.881  0.177
H  5.122  -8.550  -10.842  0.132
H  6.344  -7.603  -10.016  0.126
H  6.656  -5.487  -12.649  0.115
H  7.356  -6.014  -11.121  0.119
C  11.650  -6.323  -17.682  -0.722
O  11.214  -5.952  -16.551  -0.033
N  12.827  -5.974  -18.189  0.155
N  10.998  -7.118  -18.482  0.160
H  13.232  -6.448  -18.983  0.110
H  13.185  -5.093  -17.849  0.119
H  10.078  -7.369  -18.150  0.110
H  11.371  -7.400  -19.378  0.117
C  9.909  0.018  -14.154  -0.073
C  10.170  -1.225  -14.984  -0.369
O  10.440  -2.282  -14.131  -0.078
H  9.148  -0.193  -13.402  0.073
H  9.570  0.650  -14.975  0.074
H  10.807  0.381  -13.655  0.079
H  10.984  -1.116  -15.701  0.111
H  9.333  -1.541  -15.607  0.100
H  10.547  -3.088  -14.641  0.079



# 3
Molecular formula: C38H60Br8O18S4
Method: DFT, wB97M-V/def2-TZVPD

structure (SMILES): O=C1C=CC(=O)C=C1.O=C1C=CC(=O)C=C1.O=C1C=CC(=O)C=C1.CCOS(C)(=O)=O.CCOS(C)(=O)=O.CCOS(C)(=O)=O.CCOS(C)(=O)=O.BrCCBr.BrCCBr.BrCCBr.BrCCBr
energy relative to the best compared isomer or geometry (same formula, charge and spin): 0.00 kcal/mol
Kohn-Sham gap: 0.3100 Eh
F_max: 6.925 eV/Å
E_tot: -25022.949275 a.u.
HOMO: -9.61 eV

Last column: Löwdin charge in e.
Element x y z (Å)
O  4.228  -6.430  2.523  0.139
C  4.277  -5.252  2.462  -0.406
C  3.100  -4.417  2.124  0.007
C  3.131  -3.117  2.149  -0.035
C  4.389  -2.348  2.422  -0.380
O  4.464  -1.150  2.260  0.105
C  5.539  -3.169  2.891  0.011
C  5.486  -4.491  2.891  0.017
H  2.150  -4.938  2.055  0.106
H  2.256  -2.496  1.991  0.076
H  6.397  -2.659  3.324  0.121
H  6.356  -5.062  3.211  0.122
O  4.714  6.078  -2.565  0.171
C  4.815  4.993  -2.908  -0.448
C  3.731  3.975  -2.944  0.044
C  3.917  2.742  -3.461  0.039
C  5.244  2.283  -3.946  -0.423
O  5.438  1.246  -4.423  0.149
C  6.361  3.249  -3.706  0.014
C  6.184  4.448  -3.199  0.016
H  2.786  4.235  -2.463  0.122
H  3.094  2.038  -3.386  0.097
H  7.360  2.894  -3.956  0.122
H  7.004  5.153  -3.114  0.122
O  -6.040  0.239  -1.620  0.078
C  -5.023  0.545  -2.225  -0.374
C  -4.579  1.967  -2.335  0.031
C  -3.464  2.318  -2.955  0.010
C  -2.542  1.291  -3.492  -0.394
O  -1.449  1.534  -3.875  0.097
C  -3.024  -0.121  -3.490  0.003
C  -4.147  -0.470  -2.851  0.022
H  -5.212  2.816  -2.087  0.123
H  -3.147  3.355  -3.037  0.079
H  -2.364  -0.837  -3.972  0.012
H  -4.484  -1.505  -2.836  0.122
C  -4.748  -3.699  2.533  -0.075
C  -3.685  -4.739  2.379  -0.274
O  -2.472  -4.057  2.047  -0.268
S  -1.218  -4.960  1.712  0.535
C  -1.432  -5.117  -0.009  -0.100
O  -0.095  -4.138  1.981  -0.283
O  -1.337  -6.212  2.394  -0.250
H  -4.863  -3.118  1.610  0.082
H  -4.587  -2.994  3.346  0.060
H  -5.753  -4.130  2.592  0.089
H  -3.615  -5.331  3.290  0.121
H  -3.988  -5.401  1.558  0.122
H  -0.658  -5.784  -0.386  0.086
H  -1.250  -4.141  -0.445  0.074
H  -2.402  -5.567  -0.185  0.074
C  -1.453  0.325  2.082  -0.099
C  -1.665  -0.625  0.881  -0.232
O  -1.250  0.034  -0.330  -0.253
S  0.024  -0.537  -1.099  0.569
C  0.628  0.995  -1.686  -0.101
O  0.916  -1.040  -0.119  -0.263
O  -0.386  -1.369  -2.214  -0.313
H  -0.399  0.444  2.337  0.049
H  -2.011  -0.088  2.920  0.048
H  -1.835  1.324  1.852  0.026
H  -1.097  -1.544  1.077  0.098
H  -2.707  -0.963  0.845  0.120
H  -0.092  1.539  -2.305  0.051
H  1.458  0.782  -2.356  0.049
H  0.830  1.623  -0.825  0.085
C  7.643  -1.340  -3.110  -0.065
C  6.329  -1.002  -2.473  -0.301
O  5.314  -1.424  -3.374  -0.243
S  3.823  -1.249  -2.855  0.540
C  3.730  -2.681  -1.780  -0.083
O  3.727  -0.128  -2.017  -0.259
O  2.969  -1.382  -3.969  -0.240
H  8.535  -1.041  -2.571  0.082
H  7.716  -0.894  -4.108  0.085
H  7.655  -2.415  -3.334  0.085
H  6.244  -1.403  -1.455  0.123
H  6.315  0.081  -2.294  0.110
H  4.228  -3.490  -2.294  0.075
H  2.648  -2.840  -1.761  0.067
H  4.114  -2.455  -0.801  0.056
C  -1.699  4.026  -0.447  -0.069
C  -2.574  5.225  -0.277  -0.198
O  -1.935  6.341  -1.078  -0.256
S  -2.335  6.432  -2.602  0.526
C  -3.258  7.926  -2.708  -0.120
O  -1.140  6.556  -3.340  -0.246
O  -3.229  5.382  -2.936  -0.290
H  -1.843  3.245  0.326  0.062
H  -0.644  4.197  -0.220  0.096
H  -1.887  3.552  -1.408  0.052
H  -3.651  5.203  -0.447  0.119
H  -2.497  5.608  0.753  0.112
H  -4.171  7.855  -2.123  0.073
H  -3.475  7.978  -3.772  0.075
H  -2.715  8.792  -2.341  0.076
Br  0.801  -1.923  4.495  0.736
C  -0.969  -2.659  4.593  -0.691
C  -1.346  -2.583  6.043  -0.721
Br  -3.129  -3.278  6.402  0.627
H  -0.958  -3.686  4.279  0.035
H  -1.653  -2.069  4.009  0.042
H  -1.374  -1.529  6.330  0.028
H  -0.685  -3.043  6.764  0.052
Br  -6.577  2.975  1.596  0.612
C  -5.689  1.520  2.510  -0.687
C  -4.791  2.003  3.677  -0.676
Br  -3.547  3.368  3.123  0.636
H  -5.085  0.998  1.776  0.041
H  -6.439  0.853  2.914  0.058
H  -4.196  1.188  4.072  0.046
H  -5.517  2.348  4.412  0.062
Br  -1.616  -3.262  -4.570  0.658
C  0.125  -2.961  -5.412  -0.649
C  0.409  -1.510  -5.522  -0.693
Br  -0.880  -0.642  -6.720  0.624
H  0.363  -3.642  -6.213  0.067
H  0.754  -3.296  -4.577  0.046
H  1.354  -1.271  -6.003  0.050
H  0.441  -1.034  -4.551  0.029
Br  -1.993  3.422  8.842  0.629
C  -1.877  2.570  7.093  -0.713
C  -0.537  1.883  6.998  -0.700
Br  -0.244  1.383  5.146  0.676
H  -1.984  3.361  6.369  0.032
H  -2.664  1.831  7.040  0.052
H  -0.518  1.040  7.683  0.062
H  0.278  2.538  7.278  0.045



# 4
Molecular formula: C35H67F12N3NbO10
Method: DFT, wB97M-V/def2-TZVPD

total charge: -1
energy relative to the best compared isomer or geometry (same formula, charge and spin): 187.50 kcal/mol
Kohn-Sham gap: 0.2459 Eh
F_max: 7.499 eV/Å
E_tot: -3545.041471 a.u.
HOMO: -5.11 eV

Last column: Löwdin charge in e.
Element x y z (Å)
C  1.084  0.473  0.476  -0.113
C  0.033  -0.434  -0.135  -0.324
Nb  -1.571  -1.455  1.116  1.721
N  -1.062  -0.085  2.754  -0.233
C  -2.074  -2.820  -0.656  -0.332
C  -1.796  -4.410  -0.414  -0.287
N  -2.532  -5.278  0.359  0.022
C  -2.971  0.233  0.364  -0.361
C  -3.800  0.971  1.582  -0.174
C  -4.791  2.085  0.835  -0.243
F  -3.925  3.193  0.282  -0.042
F  -5.658  2.728  1.858  -0.029
F  -5.521  1.532  -0.333  -0.014
C  -0.155  -2.952  2.085  -0.371
C  1.362  -3.045  1.591  -0.173
C  1.824  -4.451  0.812  -0.156
F  0.804  -5.556  0.979  -0.029
F  3.016  -5.012  1.554  -0.038
C  2.025  -4.296  -0.788  -0.105
F  1.063  -3.264  -1.266  0.015
F  1.557  -5.587  -1.421  0.003
C  3.476  -3.979  -1.399  -0.079
F  4.648  -4.655  -0.804  0.049
F  3.438  -4.494  -2.825  0.005
C  3.887  -2.390  -1.566  -0.116
F  3.104  -1.688  -2.652  0.031
F  5.301  -2.411  -2.104  0.010
F  3.961  -1.628  -0.303  0.048
C  -3.211  -2.307  2.443  -0.286
C  -4.682  -2.516  1.799  -0.353
O  -5.593  -3.133  2.606  -0.092
N  -5.217  -2.082  0.458  -0.181
C  -5.785  -3.262  -0.346  -0.124
C  -6.487  -1.278  0.809  -0.141
H  2.217  0.474  0.098  0.047
H  0.832  1.276  1.315  0.042
H  0.055  -0.564  -1.298  0.030
H  -1.055  0.903  2.418  -0.039
H  -1.705  -0.237  3.562  -0.029
H  -3.164  -2.659  -1.087  0.032
H  -1.351  -2.470  -1.540  0.039
H  -0.883  -4.901  -1.006  0.094
H  -3.308  -4.709  0.759  -0.008
H  -2.312  1.093  -0.139  0.056
H  -3.642  -0.189  -0.499  0.043
H  -4.380  0.221  2.266  0.088
H  -3.113  1.613  2.306  0.111
H  -0.776  -3.972  2.132  0.048
H  -0.128  -2.627  3.238  0.063
H  1.804  -2.192  0.934  0.069
H  2.051  -3.035  2.571  0.134
H  -3.345  -1.694  3.456  0.069
H  -2.831  -3.382  2.798  0.071
H  -5.156  -3.507  -1.312  0.082
H  -6.887  -3.034  -0.746  0.097
H  -5.859  -4.255  0.266  0.098
H  -6.869  -0.630  -0.089  0.094
H  -7.399  -1.995  1.095  0.098
H  -6.335  -0.596  1.766  0.096
C  3.042  6.594  4.996  -0.113
O  3.680  6.221  3.787  -0.210
C  4.278  4.928  3.845  -0.190
C  4.152  4.211  2.499  -0.171
O  2.836  3.722  2.212  -0.134
C  1.822  4.709  1.974  -0.161
C  1.985  5.470  0.653  -0.176
O  3.070  6.396  0.724  -0.210
C  3.814  6.463  -0.483  -0.114
H  3.789  6.820  5.762  0.084
H  2.443  7.489  4.805  0.086
H  2.367  5.805  5.344  0.087
H  3.814  4.311  4.631  0.127
H  5.336  5.071  4.087  0.121
H  4.793  3.324  2.528  0.126
H  4.524  4.826  1.679  0.111
H  1.730  5.384  2.824  0.112
H  0.882  4.153  1.922  0.125
H  1.078  6.050  0.454  0.111
H  2.129  4.750  -0.164  0.127
H  4.123  5.464  -0.807  0.086
H  4.717  7.051  -0.293  0.087
H  3.226  6.952  -1.263  0.084
C  -2.163  10.046  4.102  -0.114
O  -2.381  9.580  2.781  -0.209
C  -1.177  9.217  2.109  -0.186
C  -1.407  8.008  1.200  -0.169
O  -1.537  6.762  1.896  -0.136
C  -2.713  6.596  2.699  -0.162
C  -4.009  6.447  1.892  -0.180
O  -4.404  7.694  1.320  -0.211
C  -4.937  7.553  0.012  -0.109
H  -1.710  11.041  4.079  0.085
H  -3.131  10.104  4.608  0.089
H  -1.530  9.351  4.664  0.084
H  -0.376  8.984  2.829  0.124
H  -0.871  10.077  1.506  0.123
H  -0.526  7.895  0.561  0.115
H  -2.250  8.165  0.527  0.113
H  -2.789  7.385  3.447  0.110
H  -2.559  5.665  3.252  0.126
H  -4.817  6.127  2.559  0.127
H  -3.867  5.680  1.118  0.112
H  -4.255  6.984  -0.628  0.087
H  -5.049  8.552  -0.418  0.086
H  -5.915  7.069  0.052  0.087
C  3.152  -11.502  -5.497  -0.114
O  3.742  -10.284  -5.917  -0.209
C  3.215  -9.801  -7.150  -0.193
C  3.138  -8.273  -7.146  -0.173
O  2.078  -7.737  -6.344  -0.129
C  2.201  -7.905  -4.925  -0.159
C  3.308  -7.058  -4.286  -0.193
O  4.599  -7.579  -4.601  -0.204
C  5.557  -6.560  -4.846  -0.108
H  3.498  -12.325  -6.129  0.084
H  3.456  -11.691  -4.464  0.090
H  2.059  -11.437  -5.520  0.085
H  2.212  -10.215  -7.342  0.125
H  3.892  -10.132  -7.944  0.121
H  2.925  -7.943  -8.168  0.123
H  4.094  -7.823  -6.876  0.111
H  2.293  -8.959  -4.664  0.111
H  1.246  -7.569  -4.509  0.129
H  3.205  -7.088  -3.195  0.118
H  3.205  -6.016  -4.620  0.114
H  5.188  -5.848  -5.591  0.087
H  6.459  -7.031  -5.247  0.087
H  5.806  -6.044  -3.916  0.083



# 5
Molecular formula: C3H14OSi3
Method: DFT, wB97M-V/def2-TZVPD

energy relative to the best compared isomer or geometry (same formula, charge and spin): 20.37 kcal/mol
Kohn-Sham gap (spin up / spin down): 0.2335 / 0.3214 Eh
F_max: 3.114 eV/Å
E_tot: -1066.210389 a.u.
multiplicity: 3
HOMO (spin up / spin down): -5.73 / -10.01 eV

Last column: Löwdin charge in e.
Element x y z (Å)
C  -0.217  -1.373  -2.030  -0.130
C  1.686  0.238  -2.767  -0.120
C  0.301  0.049  -2.228  -0.295
O  -1.476  2.013  0.476  -0.323
Si  -0.309  0.086  3.964  0.375
Si  -0.242  -0.610  1.830  0.215
Si  -0.063  1.157  0.455  0.415
H  -1.173  -1.241  -1.684  0.028
H  -0.320  -1.768  -3.058  0.097
H  0.292  -1.936  -1.333  0.034
H  1.739  1.229  -3.121  0.054
H  1.925  -0.677  -3.426  0.113
H  2.348  0.089  -1.967  0.042
H  -0.504  0.490  -2.782  0.078
H  -2.342  1.736  0.800  0.046
H  0.402  1.283  3.852  -0.158
H  0.366  -0.708  5.032  -0.116
H  -1.766  0.465  4.132  -0.091
H  -1.800  -0.858  1.484  -0.055
H  0.356  -1.932  1.613  -0.123
H  0.799  2.268  0.756  -0.086



# 6
Molecular formula: CH20O10
Method: DFT, wB97M-V/def2-TZVPD

total charge: +1
Kohn-Sham gap (spin up / spin down): 0.2989 / 0.1699 Eh
F_max: 5.713 eV/Å
E_tot: -802.066712 a.u.
multiplicity: 2
HOMO (spin up / spin down): -14.25 / -14.25 eV

Last column: Löwdin charge in e.
Element x y z (Å)
O  -2.093  2.779  0.282  0.302
C  -2.150  1.612  0.606  0.142
H  -1.708  1.442  1.608  0.149
H  -2.444  0.713  -0.048  0.136
H  3.120  -1.955  -0.972  0.040
H  2.775  -0.552  -0.702  -0.012
O  2.992  -1.365  -0.257  -0.024
H  2.658  0.951  -2.185  0.002
H  1.449  0.190  -2.588  0.040
O  2.420  0.150  -2.601  -0.022
H  -2.066  -2.645  0.816  0.029
H  -1.139  -1.400  0.547  0.074
O  -2.084  -1.729  0.788  -0.049
H  -3.052  -1.152  -0.580  0.050
H  -2.524  -0.702  -2.009  0.057
O  -3.245  -0.536  -1.370  -0.043
H  1.316  1.222  -0.402  -0.063
H  1.996  2.327  0.440  0.101
O  1.833  1.988  -0.501  -0.055
H  0.747  0.490  2.681  -0.035
H  -0.270  1.518  3.293  0.058
O  0.458  1.328  2.720  0.037
H  -0.953  1.690  -2.409  0.006
H  -1.976  0.971  -3.133  0.018
O  -1.050  0.998  -3.020  0.013
H  1.227  0.167  1.092  0.006
H  1.037  -1.036  0.170  0.020
O  0.656  -0.242  0.483  -0.045
H  0.289  -2.076  2.964  0.005
H  1.330  -2.706  2.133  0.029
O  0.452  -2.438  2.151  0.034



- Among the records above, which one has the highest E_tot?
  C2H7N3OS



- Which formula does entry 2 have?
  C11H39N10NiO12